Entry 1:
Here is C39H34ClN3SSi2V as an isolated structure at a distorted geometry from the OMol25 dataset. Energies are from ωB97M-V with the def2-TZVPD basis set.

XYZ file:
```
81
Properties=species:S:1:pos:R:3:forces:R:3
C -0.0081 0.9175 0.1107 -1.598 -1.568 -0.050
C -0.4621 1.0860 -1.2232 -1.421 -0.099 0.637
C -0.2092 -0.1643 -1.9194 -0.971 0.656 -0.068
H -1.0719 1.9244 -1.5731 0.519 -0.404 0.125
C 0.3409 -1.0719 -0.9801 -0.189 0.057 0.011
C 0.5335 -0.4065 0.2579 -1.385 1.049 -0.300
H 0.8618 -0.8251 1.1967 0.267 -0.026 -0.075
H -0.3114 1.5702 0.9259 0.797 -0.094 -0.263
H -0.6426 -0.4152 -2.8888 -0.028 -0.484 -0.841
H 0.4927 -2.1148 -1.1893 0.404 -0.182 -0.034
V 1.5590 0.6508 -1.4672 1.010 -0.634 3.251
Si 1.6302 0.6669 -5.0211 -0.320 0.843 -2.231
C 1.7947 2.1654 -6.1600 0.345 -0.230 0.001
C 2.9460 2.2460 -6.9789 -0.399 0.336 -0.753
H 3.6924 1.4404 -6.9591 -0.186 0.481 0.177
C 3.0455 3.2298 -7.9860 -0.484 0.037 0.116
H 3.8744 3.2170 -8.7125 -0.308 0.063 0.668
C 1.9959 4.1633 -8.1706 -0.003 -0.808 0.673
H 2.0765 4.9465 -8.9489 -0.204 -0.669 0.568
C 0.8309 4.0130 -7.3840 0.242 0.082 -0.398
H -0.0400 4.6063 -7.6532 0.143 0.076 0.292
C 0.7312 3.0390 -6.3732 0.500 0.115 -0.863
H -0.1942 2.8280 -5.8464 -0.070 0.501 -0.056
C 1.9911 -0.6596 -6.3175 0.139 -1.127 0.588
C 1.0062 -0.6506 -7.3527 0.326 -0.265 -0.129
H 0.1974 0.1095 -7.3951 0.717 -0.453 0.189
C 1.0488 -1.6160 -8.3739 0.405 0.194 0.548
H 0.2999 -1.5824 -9.1869 0.566 -0.122 0.594
C 2.0646 -2.5980 -8.3470 -0.209 0.049 0.097
H 2.0750 -3.3549 -9.1488 0.166 0.451 0.517
C 3.0082 -2.6411 -7.3044 -0.411 0.274 0.021
H 3.7828 -3.4188 -7.3081 -0.391 0.369 0.049
C 2.9488 -1.6872 -6.2581 -0.152 0.041 -0.919
H 3.6815 -1.7109 -5.4365 -0.366 -0.050 -0.485
H 0.2530 0.2698 -4.7411 -0.176 0.085 0.530
Si -2.0439 -1.3919 -4.3878 1.395 1.626 -0.492
C -1.8085 -2.6582 -5.7176 -0.041 0.424 -0.966
C -3.0181 -2.9050 -6.4264 0.585 -0.270 0.905
H -3.7865 -2.1260 -6.5208 0.309 -0.353 0.115
C -3.2843 -4.2034 -6.8318 0.365 -0.331 -0.222
H -4.2555 -4.4555 -7.2104 -0.277 -0.023 -0.333
C -2.3314 -5.2148 -6.6732 -0.355 0.553 0.290
H -2.5891 -6.2390 -6.9083 0.046 0.040 -0.081
C -1.0834 -4.9117 -6.1459 0.624 -0.184 0.016
H -0.3662 -5.7226 -5.9892 -0.092 0.345 -0.292
C -0.7617 -3.6227 -5.7231 -0.744 0.419 0.543
H 0.2491 -3.3803 -5.3277 -0.953 -0.234 -0.127
C -2.6394 0.4181 -4.3042 -0.385 0.391 -0.074
C -4.0470 0.5897 -4.3205 0.495 -0.463 0.744
H -4.6619 -0.2814 -4.5459 -0.066 0.278 -0.092
C -4.6429 1.7454 -3.8297 0.144 0.429 -0.246
H -5.7296 1.8100 -3.7352 0.384 -0.037 -0.062
C -3.8435 2.8465 -3.4990 -0.283 -0.080 -0.408
H -4.3315 3.7696 -3.1789 0.246 -0.258 -0.032
C -2.4551 2.7790 -3.6371 -0.647 -0.263 0.088
H -1.8642 3.6749 -3.4285 -0.014 -0.434 -0.022
C -1.8564 1.5591 -3.9615 0.061 -0.123 -0.032
H -0.7585 1.5464 -3.8483 -0.905 -0.286 -0.334
H -2.1031 -2.1359 -3.1933 -0.505 -0.523 1.208
Cl 2.5603 1.4305 -3.2933 1.485 0.413 -1.890
N 3.5094 1.6341 2.2659 0.677 -0.301 0.434
C 2.6015 2.6332 2.5856 -0.355 -0.120 -0.846
C 2.2968 3.2372 3.7896 0.225 0.482 0.935
C 1.1883 4.0844 3.8890 0.981 -0.473 -0.668
C 0.3792 4.2335 2.7571 0.270 0.047 -0.503
C 0.6997 3.6333 1.5248 -0.532 0.785 0.365
C 1.8643 2.8688 1.3981 0.111 -0.736 0.858
N 2.3196 2.0088 0.3925 2.184 -1.142 0.194
C 3.3148 1.2680 0.9688 -1.825 2.105 0.144
C 3.8307 0.0338 0.4365 -0.497 -2.484 -0.617
C 4.4712 -0.9783 1.1572 -0.648 0.817 -1.090
S 4.3830 -2.4837 0.3090 -0.185 1.165 0.112
C 3.4651 -1.7577 -0.9445 -0.108 2.357 0.823
N 3.2151 -0.4162 -0.7582 1.778 -2.654 0.589
H 4.1464 1.1475 2.9100 -0.642 0.645 -0.509
H 2.9600 3.0638 4.6342 -0.227 0.062 0.025
H 1.0092 4.6721 4.7885 -0.081 -0.419 -0.153
H -0.4909 4.8804 2.8667 0.090 -0.289 -0.360
H -0.0113 3.7505 0.7118 0.338 0.056 -0.076
H 4.8730 -0.8792 2.1581 0.146 -0.247 -0.272
H 3.0778 -2.3981 -1.7459 0.152 0.743 0.219
```
Forces are in eV/Å.

- Spin multiplicity: 3
- Total energy: -4051.80648 Ha
- Total charge: +1
- Gap between HOMO and LUMO (spin up / spin down): 3.715 / 3.691 eV
- Relative energy (zero: lowest compared OMol25 entry of this formula, charge and spin): 136.2 kcal/mol
- Highest occupied orbital energy (spin up / spin down): -7.54 / -7.22 eV

Entry 2:
Here is C39H35AsBrCaCl2N2O7PS2 as an isolated structure at a distorted geometry from the OMol25 dataset. Energies are from ωB97M-V with the def2-TZVPD basis set.

XYZ file:
```
91
Properties=species:S:1:pos:R:3:forces:R:3
Ca -1.1730 1.3429 -0.3033 -0.131 -0.332 -0.475
Cl 1.5599 1.4081 0.0548 0.462 -0.118 0.100
C 2.3683 2.6322 -0.8591 0.168 0.519 -0.434
C 3.7479 2.6512 -0.7869 0.042 -0.183 0.148
C 4.4863 3.5982 -1.4772 0.019 0.041 -0.030
C 3.8188 4.5303 -2.2562 0.030 -0.046 0.041
C 2.4398 4.5041 -2.3193 -0.012 -0.288 0.224
Cl 1.6673 5.7075 -3.3038 0.010 0.215 -0.179
C 1.6298 3.5661 -1.6271 0.122 0.070 -0.017
S -0.0799 3.6273 -1.7312 -0.277 0.107 -0.038
H 4.2443 1.9042 -0.1801 -0.001 -0.007 0.000
H 5.5663 3.6109 -1.4101 0.012 -0.031 -0.008
H 4.3641 5.2777 -2.8171 -0.026 0.026 -0.006
S -1.2615 -0.9796 1.1115 0.061 -0.481 0.177
C -1.8756 -2.1922 0.0061 0.149 -0.120 0.021
C -3.2258 -2.5629 0.0224 0.013 -0.001 -0.189
C -3.6986 -3.5547 -0.8185 -0.092 0.024 0.058
C -2.8312 -4.2139 -1.6756 0.004 -0.099 -0.122
C -1.4882 -3.8626 -1.6983 0.140 -0.091 -0.010
C -0.9865 -2.8679 -0.8667 -0.527 0.213 0.235
As 0.8434 -2.1751 -0.8850 0.114 -0.376 -0.016
C 1.5734 -3.0704 0.7111 0.115 0.144 0.050
C 2.9321 -2.8565 0.9472 -0.117 0.060 -0.100
C 3.5660 -3.4206 2.0434 0.059 -0.011 0.037
C 2.8386 -4.1934 2.9380 0.052 -0.025 0.031
C 1.4855 -4.4053 2.7181 0.056 -0.148 -0.042
C 0.8598 -3.8543 1.6082 -0.110 -0.033 -0.107
C 1.5362 -3.5650 -2.1402 -0.052 -0.074 -0.140
C 2.2744 -4.6921 -1.7855 -0.019 0.044 0.127
C 2.6805 -5.6198 -2.7367 0.020 -0.036 -0.062
C 2.3487 -5.4443 -4.0709 0.017 -0.039 -0.026
C 1.6102 -4.3299 -4.4457 -0.006 -0.053 -0.049
C 1.2177 -3.4050 -3.4914 0.066 0.194 0.058
H -3.8999 -2.0379 0.6874 0.034 0.028 0.010
H -4.7536 -3.8091 -0.8150 0.009 -0.014 0.041
H -3.1964 -5.0005 -2.3269 0.017 0.027 -0.020
H -0.8241 -4.3809 -2.3788 -0.022 -0.030 0.028
H 3.4931 -2.2502 0.2406 0.036 0.016 0.090
H 4.6263 -3.2601 2.2030 -0.015 0.039 0.002
H 3.3262 -4.6263 3.8042 -0.012 0.004 -0.002
H 0.9192 -5.0149 3.4135 -0.039 0.034 -0.009
H -0.1941 -4.0369 1.4322 -0.030 0.052 0.027
H 2.5317 -4.8618 -0.7474 -0.003 -0.010 -0.002
H 3.2501 -6.4916 -2.4329 0.002 0.025 0.024
H 2.6624 -6.1697 -4.8132 -0.012 0.006 0.004
H 1.3346 -4.1888 -5.4849 0.014 0.048 0.018
H 0.6457 -2.5362 -3.7954 -0.012 0.078 -0.045
C 0.1604 -1.6911 4.3564 0.004 0.019 -0.005
O 0.9437 -0.5102 4.3074 0.105 0.200 -0.243
P 0.6168 0.7134 3.2109 0.039 -0.206 1.201
O 1.9771 1.5398 3.5508 0.149 0.173 -0.108
C 3.2029 0.9713 3.1231 0.039 -0.054 -0.002
O -0.2846 1.6841 4.1745 0.025 0.051 -0.112
C -1.6922 1.5164 4.1358 -0.101 -0.041 -0.068
H -0.5980 -1.6104 5.1440 0.003 0.034 -0.022
H 0.8264 -2.5222 4.5946 -0.051 0.015 -0.012
H -0.3323 -1.8836 3.4027 -0.029 -0.059 -0.011
H 3.8928 1.7899 2.9129 -0.024 -0.024 -0.019
H 3.0812 0.3713 2.2179 0.013 0.001 -0.034
H 3.6184 0.3324 3.9075 -0.037 0.015 -0.003
H -2.1509 2.4872 4.3266 0.003 -0.031 0.000
H -2.0125 0.8077 4.9075 0.023 0.029 -0.003
H -2.0330 1.1473 3.1649 -0.023 -0.022 0.012
C -3.6935 1.0303 -4.3399 -0.053 0.006 0.155
N -2.2912 0.8087 -4.0679 -0.093 0.111 0.244
C -1.3416 0.8142 -5.0462 0.150 -0.059 -0.077
C -0.0411 0.6636 -4.7608 -0.066 -0.053 -0.068
C 0.3729 0.4975 -3.3646 0.139 0.004 0.016
O 1.5542 0.3435 -3.0636 -0.125 0.007 -0.112
N -0.6261 0.5022 -2.4218 0.442 -0.461 -0.300
C -1.9001 0.6934 -2.7237 -0.053 -0.433 -1.323
O -2.7881 0.7679 -1.8575 -0.508 0.073 0.039
H -3.8480 1.0934 -5.4165 0.042 -0.008 -0.003
H -4.0294 1.9515 -3.8612 -0.036 -0.007 -0.054
H -4.2832 0.2113 -3.9263 -0.040 0.027 -0.052
H -1.7149 0.9408 -6.0561 0.015 0.010 0.007
H 0.7178 0.6616 -5.5278 -0.010 0.030 -0.029
Br -3.9380 7.8942 4.7653 0.024 -0.038 0.013
C -3.3930 6.3900 3.7172 -0.050 0.082 0.055
C -2.0494 6.2089 3.4445 0.022 -0.004 -0.033
C -1.6739 5.1322 2.6545 0.018 -0.060 0.059
C -2.6265 4.2515 2.1596 0.119 -0.057 -0.097
C -3.9670 4.4467 2.4640 0.012 0.005 -0.035
C -4.3625 5.5221 3.2463 -0.009 -0.014 0.005
C -2.1849 3.0750 1.2999 -0.471 0.712 0.642
O -0.9672 2.7865 1.3137 0.235 0.677 1.090
O -3.0611 2.4738 0.6455 -0.174 -0.039 -0.051
H -1.3057 6.8865 3.8405 -0.036 0.053 -0.014
H -0.6340 4.9501 2.4181 0.009 -0.032 -0.008
H -4.6959 3.7444 2.0819 0.022 -0.008 -0.070
H -5.4051 5.6846 3.4844 0.009 0.010 0.006
```
Forces are in eV/Å.

- Total energy: -9689.20841 Ha
- Total charge: -2
- Gap between HOMO and LUMO: 5.443 eV
- Relative energy (zero: lowest compared OMol25 entry of this formula, charge and spin): 30.0 kcal/mol
- Highest occupied orbital energy: -1.85 eV